Below is a 2-piece molecular cluster, C3H7N3 overall in a non-equilibrium geometry, with properties calculated with ωB97M-V/def2-TZVPD.

Summary:
LUMO level (Ha): -0.28952
Frontier orbital gap (eV): 12.07
HOMO energy (Eh): -0.733

ORCA input file:
```
! RIJCOSX wB97M-V def2-TZVPD def2/J DEFGRID3
* xyz 2 1
C -2.518 0.065 -0.079
C 2.962 0.147 0.189
C -1.382 -0.153 0.462
N 3.359 0.497 1.216
N -3.557 0.489 -0.619
N 2.666 -0.179 -0.988
H -0.715 0.603 0.713
H -1.083 -1.063 0.845
H 3.630 0.389 2.176
H -3.438 0.480 -1.602
H -4.459 0.789 -0.152
H 3.414 -0.753 -1.538
H 2.031 0.224 -1.586
*
```

Below is C3H7HgO2 as an isolated structure in a non-equilibrium geometry, with properties calculated with ωB97M-V/def2-TZVPD.

Summary:
LUMO level (spin up / spin down) (Ha): 0.02850 / -0.02919
Frontier orbital gap (spin up / spin down) (eV): 7.78 / 8.04
HOMO energy (spin up / spin down) (Eh): -0.257 / -0.325

ORCA input file:
```
! RIJCOSX wB97M-V def2-TZVPD def2/J DEFGRID3
* xyz 0 2
O -0.675 -0.180 0.858
C -1.796 0.489 0.336
H -1.687 1.584 0.428
H -1.954 0.244 -0.728
H -2.673 0.170 0.912
H 0.842 -0.522 1.889
C 0.929 -0.494 -1.207
C 0.647 0.167 0.078
O 1.533 -0.381 1.055
Hg 2.920 -1.102 -0.279
H 0.347 -1.420 -1.333
H 0.843 0.177 -2.070
H 0.724 1.269 0.063
*
```

Below is C21H53Cl2O21S6Tl as an isolated structure in a non-equilibrium geometry, with properties calculated with ωB97M-V/def2-TZVPD.

Summary:
LUMO level (Ha): -0.46307
Frontier orbital gap (eV): 1.22
HOMO energy (Eh): -0.508

ORCA input file:
```
! RIJCOSX wB97M-V def2-TZVPD def2/J DEFGRID3
* xyz 2 1
Tl -6.191 -1.760 0.874
O 1.134 -0.633 1.058
C -0.145 -0.861 1.209
O -0.894 0.014 0.801
O -0.651 -1.869 1.730
H 0.996 0.263 0.744
Cl 1.915 -9.880 2.638
C 0.277 -10.225 3.303
C -0.314 -8.987 4.040
Cl 0.724 -8.499 5.343
H 0.375 -11.060 3.996
H -0.258 -10.425 2.375
H -1.238 -9.249 4.554
H -0.593 -8.180 3.362
O -6.417 5.026 -1.643
S -6.538 6.491 -1.937
O -5.354 7.281 -1.983
O -7.355 6.671 -3.374
C -7.857 7.943 -3.832
C -7.609 8.087 -5.279
C -7.731 7.274 -0.805
H -7.242 8.670 -3.303
H -8.882 8.081 -3.487
H -8.070 7.311 -5.889
H -6.569 8.017 -5.598
H -7.964 9.035 -5.682
H -7.361 6.939 0.164
H -8.716 6.901 -1.087
H -7.608 8.354 -0.880
O 5.315 0.712 -4.462
S 5.729 2.002 -3.926
O 6.667 2.869 -4.664
O 4.375 2.747 -3.379
C 4.417 4.206 -3.193
C 3.453 4.660 -2.100
C 6.460 1.654 -2.245
H 4.139 4.610 -4.166
H 5.447 4.505 -2.999
H 3.798 4.503 -1.078
H 2.516 4.140 -2.299
H 3.145 5.704 -2.174
H 5.744 1.003 -1.744
H 6.632 2.557 -1.660
H 7.367 1.093 -2.470
O -5.784 -1.587 -7.453
S -5.179 -0.482 -6.733
O -5.122 -0.605 -5.301
O -3.678 -0.391 -7.304
C -2.645 0.282 -6.598
C -1.320 -0.058 -7.233
C -5.805 1.196 -7.252
H -2.642 0.124 -5.520
H -2.775 1.357 -6.722
H -0.516 0.665 -7.098
H -1.479 -0.309 -8.282
H -1.077 -0.984 -6.712
H -5.057 1.902 -6.892
H -6.676 1.383 -6.624
H -5.951 1.192 -8.332
O -1.258 -7.924 -2.787
S -1.446 -6.643 -3.433
O -1.978 -5.533 -2.704
O -0.081 -6.108 -4.152
C 1.063 -5.943 -3.332
C 2.333 -6.642 -3.974
C -2.429 -6.853 -4.911
H 0.847 -6.164 -2.287
H 1.257 -4.879 -3.196
H 2.308 -7.732 -3.983
H 3.295 -6.335 -3.565
H 2.379 -6.444 -5.045
H -2.190 -6.026 -5.580
H -3.492 -6.755 -4.689
H -2.084 -7.748 -5.430
O -0.590 1.558 10.927
S -1.557 1.315 9.842
O -2.959 1.007 10.103
O -1.589 2.635 8.893
C -0.354 3.219 8.437
C -0.395 3.487 6.932
C -0.839 0.032 8.653
H 0.542 2.664 8.716
H -0.362 4.215 8.880
H -0.294 2.552 6.380
H 0.224 4.321 6.601
H -1.407 3.861 6.778
H -0.975 -0.965 9.073
H 0.186 0.273 8.374
H -1.392 0.140 7.720
O 8.579 -3.486 5.850
S 7.492 -2.557 6.167
O 6.811 -2.584 7.513
O 8.064 -1.013 5.848
C 7.373 0.082 6.425
C 8.197 1.284 6.205
C 6.305 -2.653 4.727
H 7.213 -0.079 7.491
H 6.420 0.208 5.910
H 9.215 1.117 6.557
H 7.736 2.114 6.741
H 8.252 1.535 5.145
H 5.617 -1.822 4.882
H 5.750 -3.591 4.704
H 6.855 -2.519 3.796
*
```

Below is a 2-piece molecular cluster, C4H8NO2P overall in a non-equilibrium geometry, with properties calculated with ωB97M-V/def2-TZVPD.

Summary:
LUMO level (Ha): 0.01660
Frontier orbital gap (eV): 10.42
SMILES: NCCC(=O)O.C#P
HOMO energy (Eh): -0.366

ORCA input file:
```
! RIJCOSX wB97M-V def2-TZVPD def2/J DEFGRID3
* xyz 0 1
N 0.108 -1.116 -1.691
C 0.515 -0.361 -0.469
C -0.705 0.501 -0.104
C -1.749 -0.436 0.536
O -2.111 -0.292 1.685
O -1.964 -1.460 -0.365
H -0.167 -0.402 -2.434
H 0.839 -1.768 -1.990
H 1.572 0.130 -0.617
H 0.787 -1.030 0.355
H -0.370 1.391 0.489
H -1.116 0.941 -1.107
H -1.403 -1.402 -1.119
C 2.008 1.665 2.156
P 0.949 2.402 2.964
H 2.807 1.236 1.711
*
```

Below is the molecule C6H15N in a non-equilibrium geometry, with properties calculated with ωB97M-V/def2-TZVPD.

Summary:
LUMO level (Ha): 0.03953
Frontier orbital gap (eV): 9.64
SMILES: CN[C@H](C)C(C)C
HOMO energy (Eh): -0.315

ORCA input file:
```
! RIJCOSX wB97M-V def2-TZVPD def2/J DEFGRID3
* xyz 0 1
C -0.526 -0.254 -2.827
N -0.607 -0.781 -1.406
C 0.420 -0.331 -0.484
C 0.760 -1.614 0.351
C -0.051 0.705 0.614
C 1.020 1.572 1.145
C -1.008 0.285 1.792
H -1.612 -0.169 -3.023
H -0.251 0.809 -2.864
H 0.017 -1.015 -3.359
H -1.514 -0.533 -1.035
H 1.331 -0.025 -1.002
H 1.339 -2.397 -0.202
H -0.046 -2.115 0.908
H 1.459 -1.334 1.151
H -0.760 1.173 -0.118
H 1.648 0.991 1.877
H 0.687 2.445 1.734
H 1.684 2.076 0.429
H -0.636 0.319 2.884
H -1.919 0.896 1.750
H -1.434 -0.703 1.685
*
```

Below is a 15-piece molecular cluster, C63H136O31 overall in a non-equilibrium geometry, with properties calculated with ωB97M-V/def2-TZVPD.

Summary:
LUMO level (Ha): 0.01722
Frontier orbital gap (eV): 9.72
HOMO energy (Eh): -0.340

ORCA input file:
```
! RIJCOSX wB97M-V def2-TZVPD def2/J DEFGRID3
* xyz 0 1
C -0.180 1.813 6.750
C 0.757 2.116 5.597
O 1.821 1.100 5.714
C 3.098 1.393 5.455
O 3.577 2.422 5.250
O 3.768 0.165 5.633
C 5.185 0.258 5.590
H 0.282 2.152 7.658
H -0.268 0.738 6.797
H -1.162 2.265 6.592
H 1.171 3.108 5.682
H 0.341 1.953 4.594
H 5.573 0.330 6.619
H 5.545 1.053 4.932
H 5.643 -0.687 5.268
C -4.354 6.639 -2.660
C -4.156 5.174 -2.943
O -2.731 4.904 -3.247
C -2.434 4.867 -4.516
O -3.219 5.196 -5.400
O -1.152 4.705 -4.682
C -0.583 4.670 -5.989
H -3.537 6.965 -2.070
H -5.221 6.682 -2.047
H -4.362 7.220 -3.559
H -4.737 4.760 -3.709
H -4.301 4.661 -1.945
H -0.096 3.747 -6.066
H 0.159 5.478 -5.956
H -1.253 4.857 -6.767
C 1.433 6.330 -2.194
C 2.578 5.457 -2.591
O 2.126 4.114 -2.371
C 1.817 3.305 -3.421
O 1.981 3.579 -4.583
O 1.363 2.121 -3.028
C 1.112 1.903 -1.577
H 0.566 6.104 -2.744
H 1.647 7.375 -2.276
H 1.272 6.116 -1.149
H 3.488 5.620 -2.098
H 2.723 5.494 -3.689
H 1.776 1.204 -1.142
H 0.133 1.462 -1.518
H 1.192 2.816 -0.963
C 4.201 -0.541 2.390
C 3.249 -1.063 1.321
O 2.607 -0.239 0.694
C 3.008 -2.554 1.046
H 4.085 0.538 2.503
H 5.220 -0.702 2.061
H 4.030 -0.929 3.355
H 2.870 -3.062 1.987
H 3.920 -3.030 0.583
H 2.202 -2.658 0.303
C 4.836 1.184 -3.424
C 6.147 1.392 -2.693
O 6.622 0.497 -1.977
C 7.016 2.612 -3.075
H 4.057 0.665 -2.859
H 5.095 0.502 -4.212
H 4.505 2.085 -3.911
H 7.615 2.365 -3.920
H 7.682 2.864 -2.256
H 6.386 3.522 -3.275
C 4.522 -2.853 -2.289
C 5.164 -4.106 -1.779
O 5.596 -4.256 -0.653
C 5.479 -5.152 -2.805
H 3.635 -2.602 -1.687
H 4.157 -3.125 -3.242
H 5.274 -2.051 -2.309
H 5.961 -5.933 -2.232
H 6.238 -4.900 -3.566
H 4.575 -5.509 -3.307
C -1.430 -0.810 2.442
C -1.057 -0.787 1.011
O -0.961 0.256 0.363
C -0.903 -2.132 0.322
H -1.223 -1.760 2.887
H -2.442 -0.461 2.704
H -0.856 -0.161 3.062
H -1.864 -2.703 0.369
H -0.276 -2.777 0.930
H -0.535 -2.049 -0.688
C 2.599 -0.283 -6.225
C 2.549 -1.719 -5.667
O 1.794 -2.145 -4.863
C 3.704 -2.583 -6.108
H 1.854 0.371 -5.746
H 2.476 -0.203 -7.285
H 3.595 0.044 -5.983
H 3.734 -3.574 -5.512
H 4.649 -2.029 -5.888
H 3.708 -2.793 -7.157
C -4.256 -6.538 1.626
C -3.721 -5.793 0.389
O -2.957 -4.865 0.520
C -4.144 -6.375 -0.944
H -5.330 -6.488 1.486
H -3.785 -6.042 2.538
H -3.915 -7.600 1.626
H -4.450 -7.420 -0.796
H -3.464 -6.156 -1.718
H -5.024 -5.811 -1.200
C -3.800 -2.452 -1.981
C -4.889 -2.852 -1.041
O -5.654 -3.781 -1.295
C -4.998 -2.080 0.280
H -4.269 -2.040 -2.836
H -3.203 -3.401 -2.098
H -3.226 -1.692 -1.447
H -4.259 -2.699 0.935
H -6.062 -2.176 0.635
H -4.728 -1.028 0.330
C -4.955 6.442 2.266
O -5.305 5.069 2.621
C -5.674 4.168 1.637
C -5.357 2.778 2.205
O -3.956 2.592 2.401
C -3.309 2.352 1.131
C -2.152 3.273 1.017
O -2.538 4.616 0.615
C -1.448 5.344 0.132
H -4.116 6.426 1.554
H -4.664 6.823 3.214
H -5.727 7.005 1.701
H -5.123 4.354 0.690
H -6.756 4.282 1.459
H -5.782 2.017 1.523
H -5.843 2.685 3.235
H -4.052 2.507 0.292
H -2.984 1.324 1.016
H -1.483 2.867 0.235
H -1.645 3.298 2.006
H -1.687 6.443 0.256
H -1.340 5.062 -0.906
H -0.473 5.166 0.683
C -2.055 0.068 -6.372
O -0.866 -0.050 -5.654
C -1.037 -0.485 -4.330
C -1.753 0.411 -3.298
O -3.143 0.215 -3.364
C -3.898 1.291 -2.759
C -5.324 1.060 -2.953
O -5.660 -0.119 -2.378
C -7.088 -0.344 -2.404
H -2.842 -0.659 -6.055
H -1.814 0.015 -7.483
H -2.463 1.089 -6.266
H 0.027 -0.622 -4.051
H -1.560 -1.420 -4.331
H -1.549 1.402 -3.538
H -1.345 0.148 -2.361
H -3.683 2.211 -3.208
H -3.567 1.398 -1.776
H -5.607 1.099 -4.002
H -5.886 1.915 -2.503
H -7.286 -1.074 -1.628
H -7.389 -0.615 -3.407
H -7.654 0.559 -2.081
C -0.100 -8.201 -1.016
O 0.638 -7.927 0.232
C 0.840 -6.466 0.450
C 1.313 -5.724 -0.721
O 0.233 -5.208 -1.500
C 0.623 -4.688 -2.734
C -0.547 -4.194 -3.610
O -1.504 -5.225 -3.759
C -2.538 -4.911 -4.724
H 0.646 -8.350 -1.836
H -0.748 -7.327 -1.183
H -0.668 -9.151 -0.862
H 1.460 -6.408 1.307
H -0.052 -5.960 0.767
H 1.983 -6.288 -1.405
H 2.074 -4.973 -0.462
H 1.120 -5.434 -3.308
H 1.280 -3.843 -2.583
H -0.130 -3.858 -4.621
H -1.050 -3.201 -3.217
H -2.886 -5.900 -5.071
H -2.060 -4.364 -5.568
H -3.367 -4.335 -4.302
C -2.817 4.559 4.634
O -1.577 4.778 5.261
C -1.141 6.112 5.191
C 0.259 6.401 5.734
O 1.269 5.496 5.136
C 1.543 5.751 3.776
C 2.098 4.536 3.072
O 0.982 3.586 2.889
C 1.316 2.531 2.107
H -3.556 5.240 4.973
H -2.941 3.480 4.841
H -2.793 4.655 3.521
H -1.863 6.767 5.631
H -1.139 6.474 4.159
H 0.316 6.168 6.797
H 0.525 7.436 5.587
H 2.253 6.566 3.682
H 0.660 6.060 3.252
H 2.834 4.073 3.698
H 2.514 4.923 2.110
H 2.124 1.854 2.590
H 1.778 2.735 1.114
H 0.455 1.836 2.018
C -0.228 -5.440 5.290
O 0.823 -4.467 5.573
C 0.819 -3.412 4.692
C 2.211 -2.889 4.660
O 3.172 -3.751 4.172
C 3.729 -4.723 5.064
C 5.226 -4.735 4.846
O 5.820 -3.624 5.441
C 7.088 -3.532 4.972
H 0.087 -6.394 5.756
H -0.292 -5.665 4.234
H -1.185 -5.076 5.591
H 0.098 -2.529 4.954
H 0.500 -3.797 3.683
H 2.439 -2.462 5.657
H 2.133 -1.975 4.016
H 3.289 -5.691 4.871
H 3.570 -4.410 6.072
H 5.487 -4.787 3.776
H 5.561 -5.660 5.310
H 7.595 -2.720 5.483
H 7.167 -3.357 3.901
H 7.728 -4.448 5.178
*
```

Below is a 2-piece molecular cluster, C2H3IO2S overall in a non-equilibrium geometry, with properties calculated with ωB97M-V/def2-TZVPD.

Summary:
LUMO level (spin up / spin down) (Ha): -0.08581 / -0.12328
Frontier orbital gap (spin up / spin down) (eV): 8.05 / 6.40
HOMO energy (spin up / spin down) (Eh): -0.381 / -0.359

ORCA input file:
```
! RIJCOSX wB97M-V def2-TZVPD def2/J DEFGRID3
* xyz 0 1
C 1.520 -0.586 0.301
C 0.453 -0.399 -0.433
O -0.943 1.751 -1.127
O -0.277 1.566 1.251
S -0.757 0.930 0.050
I -4.111 -1.028 0.055
H 2.270 -1.319 0.043
H 1.695 0.012 1.182
H 0.150 -0.926 -1.321
*
```